Record 1
A cluster of 4 separate species, C15H25BF3N2O10 in total, computed with ωB97M-V/def2-TZVPD.

Last column: Löwdin charge in e.
CARTESIAN COORDINATES (ANGSTROEM)
C1 0.638162 1.451279 1.038900  -0.07
C2 0.439395 0.423974 2.192214  -0.13
B1 -0.625182 -0.672850 1.858930  -0.45
O1 -0.248169 -1.743542 1.118380  0.18
C3 -2.162808 -0.588618 2.339757  -0.12
C4 -3.256197 -0.835786 1.266685  -0.15
N1 -3.759454 0.373829 0.640389  -0.04
C5 -2.921982 1.534005 0.813939  -0.18
C6 -2.808643 1.919426 2.280396  -0.06
N2 -2.418191 0.697184 3.108643  0.10
H1 0.145554 1.155001 0.110518  0.06
H2 1.694577 1.558144 0.806027  0.09
H3 0.282385 2.441375 1.319956  0.07
H4 1.390663 -0.083934 2.362257  0.11
H5 0.243023 0.966438 3.120257  0.06
H6 -0.842351 -2.506877 1.110180  0.13
H7 -2.271634 -1.384461 3.085513  0.16
H8 -4.091134 -1.383220 1.703197  0.13
H9 -2.812320 -1.498224 0.516014  0.12
H10 -4.731525 0.549866 0.844588  0.12
H11 -1.937358 1.331198 0.388750  0.11
H12 -3.324886 2.384458 0.265918  0.14
H13 -2.079935 2.704775 2.470585  0.13
H14 -3.774736 2.249792 2.655438  0.13
H15 -3.138354 0.538808 3.810314  0.18
H16 -1.562387 0.919033 3.619317  0.15
C7 3.854561 1.473209 6.055790  -0.03
C8 2.820133 0.392424 5.785478  -0.31
O2 1.782549 1.128122 5.156678  0.10
C9 2.320305 2.246782 4.591377  -0.56
O3 1.730314 2.939499 3.828863  0.17
O4 3.580138 2.419869 5.013694  0.09
F1 2.336135 -0.172041 6.911668  0.09
H17 3.667665 1.936104 7.025448  0.15
H18 4.883944 1.139025 5.984185  0.14
H19 3.153115 -0.399524 5.111986  0.17
C10 0.994107 -1.806694 -1.821515  -0.07
C11 1.471165 -1.219049 -3.135061  -0.31
O5 2.330833 -2.233369 -3.621752  0.14
C12 1.954982 -3.422308 -3.077634  -0.54
O6 2.330838 -4.484253 -3.432392  0.19
O7 1.067531 -3.208323 -2.068559  0.07
F2 2.177492 -0.077722 -2.956127  0.08
H20 1.677172 -1.540348 -1.012755  0.14
H21 -0.022341 -1.527466 -1.561746  0.13
H22 0.678377 -1.034931 -3.856448  0.14
C13 0.802518 -0.849059 -7.669838  -0.03
C14 -0.560949 -0.462824 -8.218543  -0.30
O8 -1.337491 -0.327063 -7.037055  0.14
C15 -0.508536 -0.074771 -6.000143  -0.56
O9 -0.857600 0.261169 -4.913846  0.16
O10 0.777095 -0.258965 -6.364165  0.07
F3 -1.099446 -1.427961 -8.991536  0.09
H23 0.874114 -1.933437 -7.575392  0.15
H24 1.642801 -0.458800 -8.233884  0.14
H25 -0.588032 0.481633 -8.763837  0.17

Cartesian forces (eV/Å) of the 2 atoms listed first:
0.0349 -0.0282 -0.0022
0.0753 0.0163 -0.1741

Values from the calculation:
Calculated total energy ... -1772.7831 Eh
Gap between HOMO and LUMO ... 9.658 eV
Charge ... +1
LUMO level ... -3.069 eV

Record 2
A cluster of 4 separate species, C15H25BN4O11 in total, computed with ωB97M-V/def2-TZVPD.

Last column: Löwdin charge in e.
CARTESIAN COORDINATES (ANGSTROEM)
C1 1.764938 -2.376603 -1.374920  -0.04
O1 1.173187 -1.206868 -1.924117  0.07
B1 1.433575 -0.025013 -1.328560  -0.60
O2 2.356257 0.042139 -0.285576  0.11
C2 0.593132 1.224431 -1.772949  0.05
C3 0.708315 2.448334 -1.231660  -0.13
C4 1.688883 2.896777 -0.187055  -0.02
C5 -0.261310 3.507297 -1.699593  -0.34
O3 0.054869 4.669325 -1.764196  0.12
C6 -1.618403 3.015055 -2.034624  0.06
C7 -1.757264 1.802980 -2.556402  -0.12
C8 -3.113839 1.214506 -2.840870  -0.03
C9 -3.245658 -0.281478 -2.554753  -0.46
O4 -2.790160 -1.145592 -3.250221  0.13
N1 -3.966524 -0.541171 -1.361517  -0.16
C10 -3.071044 -0.151274 -0.248058  -0.05
C11 -4.389404 -1.935578 -1.252410  -0.08
C12 -0.476330 1.056909 -2.818533  -0.30
O5 -0.323096 0.416488 -3.824269  0.16
H1 2.852996 -2.312526 -1.427318  0.07
H2 1.423801 -3.235955 -1.948690  0.10
H3 1.444651 -2.443032 -0.335708  0.07
H4 1.956596 0.064695 0.590801  0.09
H5 1.493377 2.365856 0.748116  0.08
H6 2.718526 2.694243 -0.481140  0.09
H7 1.569967 3.962316 0.002718  0.08
H8 -2.461520 3.668521 -1.833496  0.14
H9 -3.808909 1.749481 -2.192463  0.12
H10 -3.423074 1.367290 -3.878788  0.14
H11 -2.030159 -0.445629 -0.436253  0.10
H12 -3.118272 0.923305 -0.064242  0.07
H13 -3.409856 -0.659527 0.656342  0.09
H14 -5.026174 -2.023444 -0.370676  0.08
H15 -3.543839 -2.627519 -1.156716  0.09
H16 -4.957293 -2.213558 -2.138531  0.09
C13 1.666911 -2.652907 3.524572  0.07
N2 0.868011 -1.553268 2.928066  -0.39
O6 0.218171 -0.834165 3.658410  0.06
O7 0.943587 -1.428655 1.720217  0.06
H17 1.494450 -2.663183 4.593970  0.10
H18 1.351429 -3.578340 3.052654  0.11
H19 2.696542 -2.413656 3.276899  0.07
C14 5.047115 -1.461640 0.184893  0.06
N3 5.163774 -2.118776 1.517155  -0.43
O8 4.511113 -1.658017 2.438134  0.04
O9 5.906271 -3.069873 1.605677  0.08
H20 4.335748 -0.647372 0.259304  0.07
H21 6.040971 -1.119044 -0.087318  0.11
H22 4.713700 -2.224413 -0.511658  0.09
C15 -1.435595 1.440442 3.487543  0.05
N4 -1.854448 2.047455 2.193230  -0.43
O10 -1.107732 1.930283 1.240923  0.06
O11 -2.928163 2.610902 2.166689  0.07
H23 -0.475056 0.961970 3.345176  0.05
H24 -1.395296 2.243726 4.217348  0.10
H25 -2.202424 0.723375 3.764418  0.10

Cartesian forces (eV/Å) of the 2 atoms listed first:
-0.0987 0.0711 0.0562
0.1107 -0.0060 -0.2549

Values from the calculation:
Calculated total energy ... -1657.8513 Eh
Gap between HOMO and LUMO ... 8.386 eV
Charge ... 0
LUMO level ... -0.740 eV
SMILES string ... COB(O)C1=C(C)C(=O)C=C(CC(=O)N(C)C)C1=O.C[N+](=O)[O-].C[N+](=O)[O-].C[N+](=O)[O-]

Record 3
An isolated molecule of C15H25BO2, computed with ωB97M-V/def2-TZVPD.

Last column: Löwdin charge in e.
CARTESIAN COORDINATES (ANGSTROEM)
O1 2.447253 -4.018613 2.780435  0.14
O2 0.901314 -5.947234 2.822589  0.14
B1 1.383242 -4.754953 2.266218  -0.57
C1 -0.738047 -4.592659 -0.823454  -0.07
C2 -0.295774 -4.891600 0.442902  -0.04
C3 -0.169730 -3.552007 -1.530097  -0.03
C4 1.377604 -3.169670 0.242008  0.01
C5 0.771004 -4.182993 0.951255  -0.10
C6 0.874623 -2.802605 -0.982715  -0.22
C7 -3.189416 4.009973 1.458821  -0.13
C8 1.439419 -1.602388 -1.728937  -0.16
C9 -1.740808 3.827867 1.826536  -0.29
C10 0.576274 -0.315536 -1.623281  -0.20
C11 -0.789730 4.556156 0.905724  -0.24
C12 1.350105 0.952206 -2.002490  -0.23
C13 -0.674041 3.933979 -0.476459  -0.23
C14 0.449076 2.166339 -1.950349  -0.21
C15 0.037250 2.584421 -0.502293  -0.20
H1 2.756702 -4.410805 3.625573  0.11
H2 1.402077 -6.191223 3.622893  0.11
H3 -1.555912 -5.119166 -1.278489  0.10
H4 -0.729426 -5.695457 1.004316  0.11
H5 -0.391314 -3.322048 -2.545007  0.10
H6 2.216094 -2.691344 0.679141  0.11
H7 -3.452965 3.632304 0.456828  0.07
H8 -3.873402 3.496796 2.162740  0.08
H9 -3.412828 5.086998 1.452314  0.08
H10 1.640879 -1.869275 -2.785164  0.12
H11 2.421690 -1.364503 -1.278224  0.11
H12 -1.487612 2.777585 1.884798  0.09
H13 -1.620731 4.233095 2.864913  0.12
H14 -0.362730 -0.505582 -2.181636  0.12
H15 0.231929 -0.219027 -0.591832  0.11
H16 0.229674 4.535601 1.333121  0.11
H17 -1.109573 5.595840 0.852080  0.11
H18 1.704412 0.856455 -3.029837  0.11
H19 2.251769 1.070223 -1.368323  0.12
H20 -0.107784 4.646028 -1.118890  0.12
H21 -1.666376 3.863289 -0.955033  0.11
H22 0.977300 3.002249 -2.394037  0.10
H23 -0.402039 1.951114 -2.582334  0.11
H24 0.912383 2.642213 0.134781  0.11
H25 -0.581835 1.797959 -0.041104  0.10

Cartesian forces (eV/Å) of the 2 atoms listed first:
-0.2752 -1.1939 1.1262
0.8721 0.9354 0.2708

Values from the calculation:
Calculated total energy ... -762.0056 Eh
Gap between HOMO and LUMO ... 9.189 eV
Charge ... 0
Energy relative to the best compared isomer or geometry (same formula, charge and spin) ... 0.00 kJ/mol
LUMO level ... 0.260 eV
SMILES string ... CCCCCCCCCc1cccc(B(O)O)c1

Record 4
A structure of composition C15H25Cl2CrNO2P, computed with ωB97M-V/def2-TZVPD.

Last column: Löwdin charge in e.
CARTESIAN COORDINATES (ANGSTROEM)
C1 -0.350768 -4.874294 -5.233506  -0.07
C2 -0.154190 -4.071384 -3.986830  -0.84
H1 -1.424570 -5.009872 -5.366217  0.09
H2 0.131011 -5.852815 -5.159549  0.10
H3 0.054049 -4.339301 -6.097199  0.09
O1 -1.023815 -3.601753 -3.292684  0.00
Cl1 1.548296 -3.830207 -3.574711  0.64
Cr1 -0.080673 0.055057 -0.284578  0.20
P1 -0.199880 1.503601 -2.001420  0.75
C3 -1.663968 2.571964 -2.039891  -0.22
C4 1.216284 2.634229 -2.135916  -0.21
H4 0.533513 -0.198419 -3.547748  0.05
H5 -0.142170 1.229077 -4.410094  0.08
H6 -1.222906 0.036159 -3.618696  0.07
C5 -0.260292 0.557470 -3.550101  -0.21
H7 2.128733 2.052344 -2.316270  0.07
H8 1.068018 3.351548 -2.955386  0.08
H9 -1.589403 3.293300 -2.865215  0.08
H10 -1.738489 3.116403 -1.090419  0.07
H11 1.331947 3.175552 -1.188056  0.06
H12 -2.565183 1.959871 -2.163827  0.06
C6 -1.925017 -0.118352 -0.000242  -0.10
O2 -3.084471 -0.291343 0.112614  0.20
Cl2 0.854730 -1.855067 -0.686964  0.21
C7 0.101421 -1.295465 3.879212  0.04
N1 -0.947310 -0.664413 3.027151  -0.19
C8 -2.317654 -1.032550 3.498840  0.02
C9 -0.803282 0.862334 2.942365  -0.08
C10 0.581368 1.242306 2.513345  -0.27
C11 1.387312 1.976330 3.399775  -0.01
C12 2.709869 2.264097 3.047301  -0.03
C13 3.233778 1.792484 1.837766  -0.03
C14 2.428791 1.032306 0.974348  -0.10
C15 1.075615 0.868805 1.266427  -0.19
H13 0.075537 -0.832884 4.871547  0.13
H14 1.081374 -1.169082 3.413843  0.11
H15 -0.137197 -2.359265 3.961493  0.12
H16 -0.828299 -1.018626 2.053359  0.13
H17 -2.488250 -0.544739 4.466291  0.12
H18 -3.054211 -0.696089 2.762403  0.10
H19 -2.359929 -2.119904 3.612120  0.12
H20 -1.581713 1.221354 2.249163  0.13
H21 -1.034469 1.234315 3.949486  0.15
H22 0.990932 2.306881 4.363289  0.13
H23 3.330265 2.857540 3.718076  0.13
H24 4.267010 2.007766 1.568898  0.13
H25 2.848243 0.572719 0.076420  0.10

Cartesian forces (eV/Å) of the 2 atoms listed first:
-0.4095 -0.0524 -0.0154
-1.3988 0.3855 0.6464

Values from the calculation:
Calculated total energy ... -3097.4117 Eh
Gap between HOMO and LUMO (alpha / beta) ... 6.369 / 6.082 eV
Charge ... +2
2S+1 ... 4
Energy relative to the best compared isomer or geometry (same formula, charge and spin) ... 105.64 kJ/mol
LUMO level (alpha / beta) ... -8.638 / -8.927 eV
Expectation value of S² ... 3.9457

Record 5
A structure of composition C15H25Cl3OSiZr, computed with ωB97M-V/def2-TZVPD.

Last column: Löwdin charge in e.
CARTESIAN COORDINATES (ANGSTROEM)
C1 -1.556918 -1.293736 -2.245146  -0.29
C2 -0.683187 -0.450090 -2.985961  -0.33
C3 -0.958703 0.897431 -2.616365  -0.29
C4 0.276212 -0.885767 -4.016867  -0.13
C5 -2.064094 0.890908 -1.720794  -0.29
C6 -2.462904 -0.457662 -1.524518  -0.30
C7 -3.652610 -0.891468 -0.772340  -0.11
C8 -1.505610 -2.765423 -2.209741  -0.10
C9 -0.229986 2.077255 -3.104610  -0.10
C10 -2.704257 2.071449 -1.113310  -0.12
Zr1 0.588329 -0.789368 0.994571  0.75
Cl1 1.902635 -0.768469 -1.085540  -0.10
Cl2 1.149305 -3.083133 1.486806  -0.19
Cl3 0.260802 1.689806 0.848091  -0.13
H1 0.727881 -1.845951 -3.743399  0.04
H2 1.086730 -0.156456 -4.128533  0.05
H3 -0.222071 -0.998013 -4.995353  0.06
H4 0.849293 1.876589 -3.153917  0.06
H5 -0.370874 2.928076 -2.428675  0.05
H6 -0.585256 2.365795 -4.106343  0.06
H7 -1.983171 2.881118 -0.959962  0.04
H8 -3.134934 1.811244 -0.138606  0.06
H9 -3.513793 2.451866 -1.753461  0.06
H10 -3.752002 -0.321250 0.158573  0.05
H11 -3.586108 -1.956042 -0.527179  0.05
H12 -4.569313 -0.719184 -1.360913  0.06
H13 -0.476837 -3.122512 -2.366262  0.06
H14 -2.142449 -3.209473 -2.989316  0.05
H15 -1.843840 -3.139269 -1.232920  0.05
O1 -1.312246 -1.166441 1.062214  -0.49
H16 -1.913771 -1.689297 1.623616  0.03
C11 2.978218 2.170636 5.832119  -0.20
Si1 3.723815 0.738677 4.878727  0.37
C12 5.256320 1.308701 3.981013  -0.20
C13 4.093195 -0.711403 6.000787  -0.20
C14 2.538914 0.216610 3.605639  -0.24
C15 1.778651 -0.161233 2.714168  -0.35
H17 3.617014 2.424241 6.689213  0.02
H18 1.971465 1.914369 6.187524  0.03
H19 2.891834 3.050238 5.180460  0.03
H20 6.072807 1.528913 4.678459  0.02
H21 5.603162 0.544852 3.274336  0.03
H22 5.044268 2.213529 3.397855  0.03
H23 3.180832 -1.114245 6.460226  0.03
H24 4.570832 -1.532156 5.451351  0.03
H25 4.777297 -0.394004 6.801585  0.02

Cartesian forces (eV/Å) of the 2 atoms listed first:
-0.2981 1.6017 -0.2312
-0.9897 0.6070 1.1439

Values from the calculation:
Calculated total energy ... -2379.1298 Eh
Gap between HOMO and LUMO ... 3.735 eV
Charge ... -2
LUMO level ... 4.411 eV

no.,largest force on an atom (eV Å⁻¹)
1,0.5
2,0.7
3,1.9
4,8.4
5,2.8